No. 1
DFT (the ωB97M-V functional and the def2-TZVPD basis) results for a molecular structure, C25H22BrN3O4PtS.

Properties
multiplicity	1
net charge	+2

Last column: Mulliken charge in e.
Cartesian coordinates (Å):
Pt1 -1.56 0.23 0.38  0.39
Br1 1.18 -2.73 -0.72  0.03
S1 -3.14 -0.26 -3.27  1.36
O1 1.82 -1.04 -4.29  -0.50
O2 -3.85 -1.41 -3.73  -0.66
O3 0.55 -0.29 -1.61  0.39
O4 -3.55 1.09 -3.47  -0.73
N1 0.61 1.02 -1.79  -0.57
N2 -1.59 -0.35 -3.81  -0.21
N3 3.64 1.89 8.62  -0.40
C1 -3.57 0.58 -0.70  -0.13
C2 -3.30 -1.11 2.74  -1.52
C3 1.61 1.70 -2.26  -0.68
C4 -3.10 -2.02 0.38  -0.87
C5 1.91 2.51 5.66  -0.63
C6 3.63 0.19 -2.13  -0.95
C7 0.12 0.71 2.95  3.54
C8 1.26 -0.11 4.96  -0.52
C9 2.30 1.44 6.46  0.63
C10 3.04 1.69 7.66  -0.13
C11 2.99 1.38 -2.50  1.29
C12 -3.13 -0.48 -1.48  -0.54
C13 3.00 -0.97 -1.85  -0.49
C14 -1.10 -1.53 -4.54  -0.97
C15 1.16 -1.59 -3.45  0.52
C16 -3.60 0.39 0.71  -0.97
C17 1.56 -1.30 -1.95  0.48
C18 -0.52 0.51 1.94  -3.14
C19 1.20 2.27 4.50  -0.51
C20 -3.03 -1.82 -0.96  -0.19
C21 -3.24 -0.89 1.27  0.65
C22 3.80 2.49 -3.04  -1.56
C23 0.87 0.96 4.14  0.40
C24 -0.11 -2.36 -3.73  -0.27
C25 1.97 0.13 6.12  -0.63
H1 -2.92 -2.64 -1.65  0.70
H2 2.27 -0.69 6.75  0.47
H3 3.61 -1.83 -1.63  0.53
H4 -1.31 0.55 -4.18  0.39
H5 -0.56 -2.73 -2.81  0.19
H6 1.00 -1.12 4.67  0.46
H7 4.10 3.11 -2.18  0.39
H8 -3.80 1.54 -1.14  0.60
H9 -0.63 -1.18 -5.46  0.41
H10 -3.94 1.19 1.36  0.56
H11 -4.28 -1.53 2.98  0.40
H12 4.72 2.13 -3.51  0.45
H13 -3.01 -3.01 0.81  0.54
H14 0.19 -3.23 -4.32  0.40
H15 0.90 3.10 3.87  0.47
H16 2.17 3.52 5.95  0.47
H17 -2.54 -1.82 3.06  0.41
H18 -3.18 -0.18 3.30  0.37
H19 4.72 0.17 -2.15  0.48
H20 -1.94 -2.15 -4.83  0.45
H21 1.35 2.74 -2.38  0.50
H22 3.24 3.13 -3.71  0.46

***

No. 2
DFT (the ωB97M-V functional and the def2-TZVPD basis) results for a molecular structure, C25H22CaNO4S.

Properties
multiplicity	1
net charge	-1

Last column: Mulliken charge in e.
Cartesian coordinates (Å):
Ca1 0.47 -0.30 -0.50  1.94
S1 -2.87 -0.65 5.42  1.02
O1 2.13 -0.13 -1.65  -0.97
O2 -2.06 -0.49 6.61  -0.66
O3 -1.82 1.16 2.30  -0.66
O4 -3.68 -1.84 5.30  -0.66
N1 -2.01 -0.34 4.06  -0.50
C1 1.56 -2.48 0.60  -0.29
C2 -1.07 0.64 -2.70  -0.20
C3 -4.24 2.57 3.60  -0.40
C4 -3.56 1.41 4.01  0.26
C5 -2.10 0.24 -0.68  -0.57
C6 -0.85 1.77 -1.86  -0.55
C7 2.84 0.51 -3.89  -0.52
C8 4.79 -1.00 -3.44  -0.41
C9 1.48 -1.57 1.70  -0.89
C10 0.22 -2.84 0.23  -0.80
C11 4.02 -0.51 -5.73  -0.59
C12 -4.92 1.28 6.01  -0.47
C13 5.20 -1.00 -6.23  -0.45
C14 6.19 -1.48 -5.36  -0.37
C15 3.85 -0.34 -4.33  0.93
C16 -3.90 0.79 5.18  -0.01
C17 2.72 0.84 -2.46  -0.67
C18 5.97 -1.51 -3.97  -0.46
C19 -0.68 -2.16 1.11  -0.34
C20 -1.84 -0.31 -1.98  -0.96
C21 -1.48 1.51 -0.61  -0.56
C22 0.09 -1.39 2.02  0.15
C23 -5.26 3.07 4.41  -0.51
C24 -2.39 0.75 3.35  0.33
C25 -5.60 2.43 5.62  -0.41
H1 -0.07 -3.55 -0.55  0.40
H2 3.23 -0.10 -6.37  0.34
H3 7.14 -1.84 -5.77  0.33
H4 -0.34 2.70 -2.14  0.42
H5 4.59 -1.02 -2.37  0.26
H6 -5.81 3.97 4.10  0.35
H7 1.91 0.53 -4.48  0.15
H8 2.32 -1.14 2.24  0.40
H9 6.74 -1.91 -3.31  0.35
H10 -6.38 2.84 6.24  0.37
H11 -2.21 -1.26 -2.36  0.36
H12 2.46 -2.86 0.14  0.41
H13 -0.31 -0.82 2.86  0.48
H14 -2.68 -0.23 0.11  0.55
H15 5.37 -0.98 -7.30  0.35
H16 -5.15 0.75 6.94  0.38
H17 -3.94 3.04 2.67  0.47
H18 -1.76 -2.24 1.13  0.47
H19 -0.76 0.56 -3.74  0.41
H20 2.20 1.83 -2.38  0.17
H21 3.74 0.96 -2.05  0.47
H22 -1.53 2.18 0.25  0.37

***

No. 3
DFT (the ωB97M-V functional and the def2-TZVPD basis) results for a molecular structure, C25H22CeNO4S.

Properties
multiplicity	1
net charge	+1

Last column: Mulliken charge in e.
Cartesian coordinates (Å):
Ce1 0.04 -0.01 -0.10  0.63
S1 -2.16 -3.61 5.05  1.00
O1 -2.55 -4.78 4.33  -0.61
O2 1.03 0.89 -3.73  -0.37
O3 0.13 -1.54 2.77  -0.49
O4 -3.18 -2.72 5.52  -0.60
N1 -1.56 -2.66 3.71  -0.63
C1 1.74 1.65 0.19  -0.22
C2 0.06 -3.94 6.95  -0.44
C3 1.83 -0.28 1.49  -0.19
C4 1.39 1.91 -6.01  0.51
C5 0.41 -2.74 4.89  0.22
C6 -2.00 -0.42 1.21  -0.30
C7 1.55 3.10 -8.11  -0.51
C8 -2.00 -0.68 -1.12  -0.35
C9 2.23 -2.98 6.43  -0.61
C10 -1.43 -1.72 0.89  -0.10
C11 2.35 0.39 -4.13  -0.46
C12 0.82 1.83 1.28  -0.91
C13 -0.41 -3.45 5.74  -0.02
C14 0.58 2.26 -8.67  -0.46
C15 -0.32 -2.26 3.68  0.78
C16 0.42 1.07 -6.57  -0.38
C17 1.40 -3.70 7.30  -0.55
C18 -1.43 -1.88 -0.54  -0.86
C19 1.74 -2.49 5.22  -0.39
C20 0.88 0.65 2.10  -0.34
C21 -2.36 0.22 -0.03  -0.65
C22 0.02 1.25 -7.89  -0.56
C23 1.94 2.93 -6.80  -0.52
C24 2.37 0.35 0.32  -0.73
C25 1.85 1.73 -4.64  -0.09
H1 2.27 2.61 -4.14  0.44
H2 2.37 -1.92 4.53  0.36
H3 -0.04 0.30 -5.96  0.33
H4 0.28 0.46 2.98  0.71
H5 -0.74 0.60 -8.32  0.38
H6 -2.06 -0.46 -2.17  0.63
H7 2.34 -0.44 -4.83  0.29
H8 -0.60 -4.50 7.62  0.44
H9 1.79 -4.08 8.24  0.39
H10 -2.10 -0.01 2.20  0.54
H11 2.06 -1.28 1.84  0.53
H12 -1.03 -2.42 1.59  0.61
H13 2.69 3.58 -6.35  0.34
H14 -2.79 1.21 -0.13  0.55
H15 0.19 2.69 1.46  0.51
H16 1.99 3.90 -8.71  0.38
H17 -1.01 -2.71 -1.09  0.56
H18 3.06 -0.10 -0.38  0.53
H19 3.09 0.39 -3.34  0.29
H20 3.27 -2.80 6.71  0.38
H21 0.27 2.40 -9.70  0.39
H22 1.89 2.33 -0.64  0.61

***

No. 4
DFT (the ωB97M-V functional and the def2-TZVPD basis) results for a molecular structure, C25H22I2MoN4O3STe4.

Properties
multiplicity	3

Last column: Mulliken charge in e.
Cartesian coordinates (Å):
I1 4.94 -0.42 1.01  0.04
I2 2.64 2.69 5.67  0.04
Te1 -0.01 2.64 -3.85  0.08
Te2 3.72 1.75 -2.81  0.33
Te3 3.48 1.80 -5.51  -0.31
Te4 1.76 3.88 -5.52  -0.11
Mo1 1.26 1.40 -1.69  -0.18
S1 0.56 -0.86 1.18  1.42
O1 1.64 -1.63 1.71  -0.72
O2 0.20 0.39 1.80  -0.74
O3 2.89 1.48 -0.40  -0.52
N1 -0.87 1.25 -1.51  1.08
N2 0.70 3.29 -0.55  -0.12
N3 1.25 -0.53 -2.54  0.69
N4 0.80 -0.47 -0.37  0.31
C1 0.62 -2.64 -1.64  -0.90
C2 -1.39 1.93 -0.47  0.47
C3 0.89 -1.28 -1.47  0.97
C4 2.29 2.95 1.36  0.29
C5 -3.44 0.71 -0.59  -0.29
C6 2.92 1.79 0.89  -0.21
C7 1.39 -1.08 -3.75  -0.10
C8 -2.92 0.02 -1.68  -1.07
C9 -2.08 -1.34 1.75  -0.32
C10 3.67 1.03 1.80  0.11
C11 1.17 -2.41 -3.97  -1.03
C12 -1.66 0.33 -2.11  -0.53
C13 -0.55 2.99 0.19  -0.75
C14 0.78 -3.20 -2.88  -0.48
C15 -1.79 -4.09 1.79  -0.92
C16 -4.20 -4.41 2.47  -1.50
C17 -3.16 -2.15 2.08  -1.03
C18 2.83 2.35 3.61  -0.43
C19 -3.03 -3.53 2.10  1.02
C20 3.61 1.28 3.16  -0.05
C21 1.75 3.88 0.32  -1.13
C22 2.21 3.20 2.72  -0.65
C23 -2.66 1.68 0.00  -0.99
C24 -0.71 -3.29 1.48  -0.41
C25 -0.86 -1.91 1.41  -0.54
H1 4.14 0.65 3.86  0.42
H2 -1.67 -5.17 1.84  0.35
H3 -3.03 2.26 0.84  0.49
H4 1.70 -0.41 -4.54  0.21
H5 -1.23 -0.15 -2.99  0.59
H6 -4.10 -1.69 2.37  0.40
H7 0.47 3.99 -1.25  0.28
H8 1.68 4.08 3.08  0.42
H9 -4.43 0.49 -0.21  0.45
H10 -3.86 -5.37 2.84  0.38
H11 -4.81 -3.94 3.24  0.37
H12 1.37 4.79 0.80  0.41
H13 2.56 4.15 -0.35  0.37
H14 -1.15 3.89 0.32  0.50
H15 0.30 -3.24 -0.80  0.28
H16 -0.28 2.62 1.18  0.27
H17 -4.84 -4.59 1.60  0.29
H18 1.30 -2.83 -4.96  0.44
H19 -2.15 -0.26 1.78  0.78
H20 0.59 -4.26 -3.02  0.46
H21 0.28 -3.72 1.36  0.57
H22 -3.49 -0.74 -2.20  0.46

***

| no. | E_tot (eV) | maximum force (eV Å⁻¹) |
| --- | --- | --- |
| 1 | -123042.536 | 0.79 |
| 2 | -65235.419 | 3.14 |
| 3 | -59711.211 | 7.00 |
| 4 | -96452.671 | 1.78 |